## a
A 4-piece molecular cluster, C14H32Cl6N2O4 overall. Source: OMol25; level of theory: ωB97M-V/def2-TZVPD.

Calculated values
E_LUMO	0.39	eV
SMILES	COCCNCCOC.COCCNCCOC.ClC(Cl)Cl.ClC(Cl)Cl
gap between HOMO and LUMO	8.77	eV
HOMO energy	-8.4	eV
charge	0

```
58
Properties=species:S:1:pos:R:3:nbo_charge:R:1
C 7.08970 5.76899 -0.03486 -0.25
O 7.99593 4.71702 -0.41839 -0.56
C 7.70666 3.40208 0.14487 -0.07
C 8.66674 2.43338 -0.46864 -0.25
N 8.20135 1.91025 -1.77543 -0.61
C 9.21464 0.89310 -2.25004 -0.24
C 9.25911 0.58642 -3.75129 -0.06
O 9.54185 1.74100 -4.42675 -0.55
C 9.12166 1.76403 -5.77554 -0.25
H 6.06716 5.66199 -0.39686 0.17
H 7.43436 6.69873 -0.48752 0.19
H 7.20778 5.89978 1.04081 0.17
H 6.66118 3.09382 0.13649 0.18
H 7.97348 3.48759 1.19824 0.16
H 8.61266 1.57331 0.19878 0.19
H 9.63417 2.93551 -0.46193 0.19
H 8.38107 2.67665 -2.40823 0.35
H 8.95792 -0.05515 -1.77782 0.19
H 10.21516 1.08467 -1.86227 0.17
H 8.28364 0.19045 -4.03374 0.16
H 10.05614 -0.11342 -4.00244 0.18
H 8.04688 1.59077 -5.82957 0.16
H 9.52398 0.96915 -6.40356 0.17
H 9.41651 2.69516 -6.25943 0.20
C 7.66476 5.14111 -11.68514 -0.24
O 6.73311 5.49439 -10.70337 -0.56
C 6.50002 6.93214 -10.48340 -0.06
C 5.63472 7.17381 -9.21435 -0.22
N 4.23655 6.76175 -9.44498 -0.64
C 3.34410 6.80906 -8.33299 -0.24
C 1.87377 6.69198 -8.77014 -0.07
O 1.48264 5.51093 -9.39496 -0.53
C 1.42159 4.32822 -8.56306 -0.26
H 8.17863 4.19924 -11.49299 0.18
H 8.34620 5.99015 -11.73872 0.17
H 7.07694 4.97501 -12.58791 0.17
H 6.08370 7.50333 -11.31317 0.18
H 7.43299 7.44080 -10.24065 0.16
H 5.63621 8.24724 -9.02502 0.19
H 6.13407 6.68471 -8.37796 0.18
H 4.14960 5.85149 -9.87388 0.37
H 3.57624 7.74593 -7.82655 0.20
H 3.50731 5.92403 -7.71802 0.16
H 1.65533 7.51093 -9.45549 0.19
H 1.20986 7.03495 -7.97660 0.16
H 0.74016 4.60412 -7.75830 0.17
H 2.33706 4.03786 -8.04758 0.16
H 1.10436 3.55235 -9.25981 0.20
Cl 5.17304 4.54526 -6.05525 -0.01
C 6.57647 4.49417 -4.91485 -0.25
Cl 6.13670 4.77265 -3.22474 0.04
Cl 7.85999 5.62791 -5.49319 -0.01
H 6.93853 3.46779 -4.97435 0.23
Cl 9.14055 7.30899 -2.75416 0.03
C 10.44045 6.40051 -3.49626 -0.31
Cl 10.43475 4.71890 -3.17947 0.05
Cl 12.02557 7.04531 -3.06561 0.01
H 10.34113 6.54253 -4.57239 0.22
```


## b
A 4-piece molecular cluster, C14H32Cl6N2O4 overall. Source: OMol25; level of theory: ωB97M-V/def2-TZVPD.

Calculated values
E_LUMO	0.35	eV
SMILES	COCCNCCOC.COCCNCCOC.ClC(Cl)Cl.ClC(Cl)Cl
gap between HOMO and LUMO	8.79	eV
HOMO energy	-8.4	eV
charge	0

```
58
Properties=species:S:1:pos:R:3:nbo_charge:R:1
C -7.14059 -6.01460 -1.89930 -0.25
O -8.21738 -5.15899 -1.47101 -0.56
C -8.05913 -4.56445 -0.14757 -0.07
C -9.20015 -3.61933 0.05580 -0.25
N -8.94315 -2.27483 -0.51361 -0.61
C -10.12961 -1.39952 -0.17782 -0.24
C -10.36420 -0.16102 -1.05010 -0.06
O -10.54934 -0.56395 -2.34339 -0.54
C -10.26527 0.41471 -3.32210 -0.25
H -6.18356 -5.51852 -2.06084 0.17
H -7.39593 -6.42129 -2.87782 0.19
H -7.13259 -6.86422 -1.21652 0.17
H -7.07251 -4.16420 0.08588 0.18
H -8.20619 -5.39176 0.54671 0.16
H -9.20027 -3.45810 1.13381 0.19
H -10.08313 -4.14267 -0.31102 0.19
H -9.07641 -2.41457 -1.50498 0.35
H -9.96155 -1.00792 0.82542 0.19
H -11.05066 -1.96947 -0.05563 0.17
H -9.48580 0.47739 -0.95550 0.16
H -11.27147 0.37275 -0.76715 0.17
H -9.23555 0.75551 -3.21425 0.16
H -10.83399 1.34053 -3.23546 0.16
H -10.47442 0.03681 -4.32287 0.20
C -6.68685 4.30816 -14.54525 -0.24
O -5.62286 3.54202 -14.05782 -0.56
C -5.17200 2.41174 -14.88792 -0.07
C -4.16051 1.51666 -14.11763 -0.22
N -2.86269 2.20214 -13.96391 -0.64
C -1.86692 1.55697 -13.17181 -0.24
C -0.47746 2.18710 -13.36938 -0.07
O -0.31758 3.51801 -12.99336 -0.53
C -0.33935 3.79634 -11.57327 -0.26
H -7.30490 4.75737 -13.76786 0.19
H -7.24584 3.62847 -15.18840 0.17
H -6.21979 5.14344 -15.06704 0.17
H -4.76446 2.64568 -15.87142 0.18
H -5.99682 1.72785 -15.08806 0.16
H -3.99438 0.62604 -14.72368 0.19
H -4.63784 1.20603 -13.18823 0.17
H -2.94563 3.15570 -13.64148 0.37
H -1.91570 0.50699 -13.46034 0.20
H -2.08980 1.73524 -12.11984 0.16
H -0.21628 2.11319 -14.42504 0.19
H 0.30268 1.51215 -13.01737 0.16
H 0.44987 3.16417 -11.16633 0.17
H -1.23083 3.49470 -11.02338 0.17
H -0.20317 4.87697 -11.53133 0.20
Cl -4.86812 -0.18838 -7.39898 0.00
C -6.14554 -1.16995 -6.57591 -0.26
Cl -5.50669 -2.45131 -5.53792 0.03
Cl -7.31015 -1.79320 -7.80981 0.00
H -6.65057 -0.46286 -5.91784 0.23
Cl -10.16727 -6.88371 -7.18713 0.03
C -11.64749 -5.95038 -7.12673 -0.32
Cl -11.84387 -4.97489 -5.73459 0.05
Cl -13.07749 -6.96933 -7.30183 0.01
H -11.63617 -5.29691 -7.99905 0.23
```


Most stable = a


## a
A 2-piece molecular cluster, C6H12N6 overall. Source: OMol25; level of theory: ωB97M-V/def2-TZVPD.

Calculated values
E_LUMO	-5.78	eV
gap between HOMO and LUMO	8.60	eV
HOMO energy	-14.4	eV
charge	+2

```
24
Properties=species:S:1:pos:R:3:nbo_charge:R:1
C -3.94496 -1.43614 0.95563 -0.14
C -1.26254 1.00561 1.60974 0.11
C -3.08154 -0.35106 0.94637 0.35
C -1.25969 1.86083 0.42028 0.23
C -2.35671 1.42861 -0.65599 -0.31
C -4.42178 -0.42804 -0.93778 0.18
N -1.99341 0.02449 1.92461 -0.36
N -0.47106 2.78638 0.36124 -0.53
N -4.75147 -1.40947 -0.16437 -0.08
N -5.68097 -2.30139 -0.52839 -0.60
N -3.21892 0.42535 -0.15566 -0.32
N 11.75529 -0.54616 -0.30706 -0.86
H -3.99031 -2.14362 1.74433 0.27
H -0.58627 1.45625 2.31477 0.22
H -3.02173 2.24301 -1.05400 0.25
H -1.77404 1.16121 -1.56620 0.25
H 12.58531 -1.09167 -0.55047 0.47
H -4.99228 0.11495 -1.71216 0.26
H -0.43371 3.51207 -0.37014 0.39
H -5.90435 -2.29405 -1.49932 0.40
H -5.79935 -3.27475 -0.12585 0.44
H 12.05004 0.50598 -0.53073 0.47
H 11.71804 -0.67105 0.62965 0.44
H 10.83639 -0.57734 -0.74851 0.47
```


## b
C6H12N6 as an isolated structure. Source: OMol25; level of theory: ωB97M-V/def2-TZVPD.

Calculated values
E_LUMO	-7.46	eV
gap between HOMO and LUMO	10.00	eV
HOMO energy	-17.5	eV
charge	+2

```
24
Properties=species:S:1:pos:R:3:nbo_charge:R:1
C 0.82362 -2.44699 0.23230 -0.06
C -1.15651 -2.73626 1.12225 0.28
C 0.11718 -1.28665 0.15606 0.15
C 0.84886 0.35200 -0.51920 0.63
C -2.17258 -0.50567 0.86363 -0.43
C 0.95973 2.76939 -0.15051 -0.45
N 2.44390 0.76956 -3.48914 -0.26
N 1.99009 1.21999 -2.44802 0.02
N -0.00430 -3.33753 0.84049 -0.44
N -1.10739 -1.46655 0.71802 -0.31
N 0.63023 1.39980 0.19474 -0.51
N 1.41171 0.19068 -1.68759 -0.46
H 1.81798 -2.69153 -0.08588 0.28
H -1.99849 -3.20016 1.60441 0.27
H -3.11989 -1.02954 0.98680 0.27
H -2.01935 0.11461 1.74871 0.24
H -2.23706 0.12848 -0.01930 0.25
H 1.73192 3.14655 0.52004 0.25
H 1.30936 2.84226 -1.17745 0.26
H 0.06845 3.38434 -0.02128 0.25
H 2.86753 1.47928 -4.08533 0.39
H 0.22759 -4.30244 1.05648 0.48
H 0.21541 1.29862 1.11448 0.44
H 1.44726 -0.72739 -2.13917 0.44
```


Most stable = b


## a
An isolated ion of composition C5H12N and charge +1. Source: OMol25; level of theory: ωB97M-V/def2-TZVPD.

Calculated values
E_LUMO	-2.89	eV
SMILES	CC[C@H]1C[N@@H+]1C
gap between HOMO and LUMO	13.26	eV
HOMO energy	-16.1	eV
charge	+1

```
18
Properties=species:S:1:pos:R:3:nbo_charge:R:1
C -2.17144 0.73275 -0.09963 -0.60
C -1.46149 -0.67090 -0.19775 -0.43
C -0.03406 -0.56919 0.42614 -0.05
C 1.08107 -1.33716 -0.08424 -0.23
N 1.02505 0.09943 -0.32642 -0.36
C 2.00970 1.00776 0.25960 -0.43
H -3.00728 0.81454 -0.73904 0.24
H -1.40964 1.47673 -0.40852 0.19
H -2.55964 0.87678 0.93073 0.23
H -1.47336 -0.90074 -1.25537 0.21
H -2.05375 -1.47652 0.16256 0.26
H -0.28584 -0.30115 1.47559 0.27
H 1.81025 -1.47802 0.64982 0.23
H 1.21547 -2.08959 -0.84122 0.26
H 0.46886 0.13493 -1.20710 0.46
H 2.24089 0.71182 1.24452 0.24
H 3.02994 0.89534 -0.28797 0.26
H 1.57529 2.07320 0.29830 0.26
```


## b
An isolated ion of composition C5H12N and charge +1. Source: OMol25; level of theory: ωB97M-V/def2-TZVPD.

Calculated values
E_LUMO	-4.04	eV
SMILES	C/C=C/CC[NH3+]
gap between HOMO and LUMO	8.87	eV
HOMO energy	-12.9	eV
charge	+1

```
18
Properties=species:S:1:pos:R:3:nbo_charge:R:1
C 0.13505 0.43731 2.93421 -0.67
C 0.79488 -0.25642 1.81264 -0.15
C 0.52562 0.11847 0.58261 -0.19
C 0.87274 -0.43409 -0.80757 -0.48
C -0.45625 -0.74587 -1.45097 -0.22
N -0.93981 0.43148 -2.42542 -0.74
H 0.12707 1.58431 2.78470 0.23
H 0.52137 0.31533 3.98071 0.25
H -0.95265 0.30623 2.93404 0.23
H 1.36007 -1.08136 2.02070 0.21
H -0.22663 0.92185 0.36462 0.15
H 1.47471 0.29751 -1.33208 0.23
H 1.45730 -1.35126 -0.75369 0.25
H -1.34547 -1.03842 -0.71100 0.26
H -0.35579 -1.73613 -2.04154 0.25
H -1.52397 1.14010 -1.73349 0.48
H -1.41747 0.18809 -3.26727 0.45
H -0.05077 0.90287 -2.89121 0.46
```


Most stable = a


## a
A 2-piece molecular cluster, C5H12N overall. Source: OMol25; level of theory: ωB97M-V/def2-TZVPD.

Calculated values
E_LUMO	-3.65	eV
gap between HOMO and LUMO	9.54	eV
HOMO energy	-13.2	eV
charge	+1

```
18
Properties=species:S:1:pos:R:3:nbo_charge:R:1
C -1.76720 0.01779 -0.26517 -0.26
C -0.94576 -0.07933 0.72461 -0.08
C -3.26067 0.23783 -0.15365 -0.65
C 1.65893 0.09488 -1.17252 -0.66
C 1.26609 -0.54708 0.08526 -0.06
N 2.23269 -0.07016 1.05047 -0.70
H -1.42458 -0.40105 -1.22792 0.23
H -0.93218 0.08160 1.84020 0.22
H -3.81277 -0.77755 -0.04752 0.25
H -3.69356 0.72194 -1.05581 0.25
H -3.49755 0.94320 0.75485 0.23
H 2.57270 -0.35729 -1.62896 0.23
H 0.87883 0.11236 -1.91695 0.26
H 1.99715 1.04290 -0.83465 0.20
H 1.09436 -1.53342 0.20112 0.21
H 3.17415 0.03327 0.45927 0.44
H 2.42038 -0.51061 1.90187 0.44
H 2.03898 0.99071 1.28550 0.45
```


## b
A 2-piece molecular cluster, C5H12N overall. Source: OMol25; level of theory: ωB97M-V/def2-TZVPD.

Calculated values
E_LUMO	-7.34	eV
gap between HOMO and LUMO	7.26	eV
HOMO energy	-14.6	eV
charge	+1

```
18
Properties=species:S:1:pos:R:3:nbo_charge:R:1
C 2.04415 -1.45251 -0.23108 -0.62
C 1.96465 -0.03127 0.35547 -0.40
C 0.96577 0.90590 -0.34734 -0.39
C -0.49516 0.58670 -0.05024 -0.23
C -0.82776 -0.19938 0.88395 0.28
N -3.52254 0.58289 -0.35871 -1.03
H 3.01506 -1.89144 -0.05436 0.25
H 1.82768 -1.46192 -1.29983 0.22
H 1.30156 -2.10252 0.22868 0.21
H 2.93855 0.43076 0.45403 0.25
H 1.56028 -0.11459 1.36912 0.19
H 1.06168 0.97641 -1.43213 0.26
H 1.06266 1.92745 0.03419 0.28
H -1.18988 1.21148 -0.61846 0.37
H -0.96385 -0.00109 1.95083 0.28
H -4.48206 0.39154 -0.09205 0.39
H -2.94116 0.21935 0.38821 0.31
H -3.31963 0.02223 -1.18026 0.37
```


## c
An isolated ion of composition C5H12N and charge +1. Source: OMol25; level of theory: ωB97M-V/def2-TZVPD.

Calculated values
E_LUMO	-3.61	eV
SMILES	C=CC[C@@H](C)[NH3+]
gap between HOMO and LUMO	9.60	eV
HOMO energy	-13.2	eV
charge	+1

```
18
Properties=species:S:1:pos:R:3:nbo_charge:R:1
C 1.57650 1.95172 -0.73160 -0.36
C 0.27641 1.90094 -0.38754 -0.18
C -0.69367 0.72107 -0.38023 -0.49
C -0.00341 -0.61820 -0.09227 -0.01
C 0.23062 -0.83080 1.36525 -0.66
N -1.02022 -1.71054 -0.55655 -0.69
H 2.29043 2.34680 -0.01223 0.24
H 1.92208 1.16506 -1.41597 0.18
H 0.02871 2.66925 0.35373 0.21
H -1.42302 0.80792 0.45345 0.23
H -1.25520 0.86229 -1.31122 0.24
H 0.85058 -0.83727 -0.73670 0.23
H -0.69966 -1.02115 1.90827 0.22
H 0.97685 -1.66237 1.55348 0.24
H 0.64039 0.03805 1.85206 0.27
H -0.56971 -2.61831 -0.42250 0.45
H -1.28737 -1.39303 -1.48853 0.45
H -1.84031 -1.77143 0.04912 0.44
```


Most stable = c